DFT (ωB97M-V/def2-TZVPD) results for a cluster of 14 separate species, C62H125O30PS9 in total.

Computed properties:
HOMO level = -4.10 eV
E_LUMO = -0.06 eV
HOMO-LUMO gap = 4.04 eV
Max |F| = 0.094 Eh/bohr
Net charge = 0

Each atom is followed by the atoms it is bonded to, with distances in Å.
Atoms and positions in Å:
1 C -6.245 -1.509 9.161  C2 1.462, H18 1.090, H19 1.090, H20 1.090
2 C -7.612 -1.976 9.388  C1 1.462, C3 1.508, H21 1.090, H22 1.090
3 C -7.807 -3.227 10.207  C2 1.508, C4 1.598, H23 1.090, H24 1.090
4 C -9.327 -3.699 10.347  C3 1.598, P5 1.891, H25 1.090, H26 1.090
5 P -9.736 -5.316 11.240  C4 1.891, C6 1.851, C10 1.905, C14 1.820
6 C -9.555 -5.328 13.082  P5 1.851, C7 1.552, H27 1.090, H28 1.090
7 C -8.343 -4.513 13.608  C6 1.552, C8 1.506, H29 1.090, H30 1.090
8 C -8.080 -4.875 15.046  C7 1.506, C9 1.505, H31 1.090, H32 1.090
9 C -7.110 -3.967 15.752  C8 1.505, H33 1.090, H34 1.090, H35 1.090
10 C -11.543 -5.801 10.882  P5 1.905, C11 1.607, H36 1.090, H37 1.090
11 C -12.722 -4.979 11.601  C10 1.607, C12 1.519, H38 1.090, H39 1.090
12 C -13.862 -4.330 10.837  C11 1.519, C13 1.535, H40 1.090, H41 1.090
13 C -13.397 -3.345 9.755  C12 1.535, H42 1.090, H43 1.090, H44 1.090
14 C -8.635 -6.597 10.564  P5 1.820, C15 1.519, H45 1.090, H46 1.090
15 C -8.685 -7.932 11.287  C14 1.519, C16 1.536, H47 1.090, H48 1.090
16 C -8.110 -8.960 10.301  C15 1.536, C17 1.558, H49 1.090, H50 1.090
17 C -9.139 -9.424 9.227  C16 1.558, H51 1.090, H52 1.090, H53 1.090
18 H -6.293 -0.473 8.826  C1 1.090
19 H -5.758 -2.169 8.443  C1 1.090
20 H -5.563 -1.650 10.000  C1 1.090
21 H -8.116 -2.312 8.483  C2 1.090
22 H -8.043 -1.066 9.807  C2 1.090
23 H -7.306 -2.991 11.146  C3 1.090
24 H -7.268 -4.047 9.733  C3 1.090
25 H -9.674 -3.708 9.313  C4 1.090
26 H -9.899 -2.892 10.805  C4 1.090
27 H -9.483 -6.347 13.462  C6 1.090
28 H -10.518 -4.853 13.273  C6 1.090
29 H -8.518 -3.437 13.584  C7 1.090
30 H -7.580 -4.673 12.846  C7 1.090
31 H -7.904 -5.945 15.163  C8 1.090
32 H -9.045 -4.783 15.545  C8 1.090
33 H -6.105 -4.085 15.348  C9 1.090
34 H -7.215 -4.054 16.833  C9 1.090
35 H -7.335 -2.923 15.534  C9 1.090
36 H -11.606 -6.825 11.250  C10 1.090
37 H -11.612 -5.837 9.795  C10 1.090
38 H -12.243 -4.108 12.047  C11 1.090
39 H -13.059 -5.634 12.404  C11 1.090
40 H -14.543 -3.813 11.513  C12 1.090
41 H -14.633 -5.033 10.522  C12 1.090
42 H -12.853 -3.888 8.981  C13 1.090
43 H -12.817 -2.450 9.980  C13 1.090
44 H -14.278 -3.028 9.198  C13 1.090
45 H -7.613 -6.219 10.573  C14 1.090
46 H -9.060 -6.698 9.565  C14 1.090
47 H -9.689 -8.116 11.669  C15 1.090
48 H -8.125 -8.066 12.213  C15 1.090
49 H -7.882 -9.835 10.909  C16 1.090
50 H -7.178 -8.742 9.781  C16 1.090
51 H -9.502 -8.632 8.572  C17 1.090
52 H -10.018 -9.816 9.738  C17 1.090
53 H -8.672 -10.286 8.750  C17 1.090
54 C -13.083 -10.036 8.053  C55 1.537, H58 1.090, H59 1.090, H60 1.090
55 C -14.177 -9.076 7.562  C54 1.537, C56 1.574, O57 1.415, H61 1.090
56 C -14.650 -7.988 8.598  C55 1.574, H62 1.090, H63 1.090, H64 1.090
57 O -13.962 -8.401 6.337  C55 1.415
58 H -13.456 -10.264 9.052  C54 1.090
59 H -12.056 -9.681 8.135  C54 1.090
60 H -13.125 -10.911 7.404  C54 1.090
61 H -15.052 -9.716 7.448  C55 1.090
62 H -15.009 -8.392 9.545  C56 1.090
63 H -15.498 -7.372 8.299  C56 1.090
64 H -13.945 -7.326 9.100  C56 1.090
65 C -6.012 4.384 5.830  C66 1.585, O71 1.418, H72 1.090, H73 1.090
66 C -5.165 5.250 6.851  C65 1.585, O67 1.434, H74 1.090, H75 1.090
67 O -5.206 4.351 7.967  C66 1.434, S68 1.700
68 S -6.136 2.930 7.891  O67 1.700, O69 1.463, O70 1.470, O71 1.635
69 O -6.927 2.761 9.110  S68 1.463
70 O -5.273 1.788 7.558  S68 1.470
71 O -6.862 3.498 6.539  C65 1.418, S68 1.635
72 H -5.536 3.677 5.150  C65 1.090
73 H -6.769 4.999 5.343  C65 1.090
74 H -5.718 6.173 7.028  C66 1.090
75 H -4.116 5.418 6.611  C66 1.090
76 C -8.768 -10.740 3.767  C77 1.485, O82 1.468, H83 1.090, H84 1.090
77 C -7.403 -10.378 3.308  C76 1.485, O78 1.394, H85 1.090, H86 1.090
78 O -6.552 -10.317 4.410  C77 1.394, S79 1.674
79 S -7.357 -10.298 5.878  O78 1.674, O80 1.452, O81 1.493, O82 1.693
80 O -6.966 -9.089 6.580  S79 1.452
81 O -7.330 -11.621 6.568  S79 1.493
82 O -8.821 -10.053 5.063  C76 1.468, S79 1.693
83 H -8.942 -11.792 3.995  C76 1.090
84 H -9.630 -10.396 3.195  C76 1.090
85 H -7.461 -9.390 2.851  C77 1.090
86 H -6.988 -11.046 2.553  C77 1.090
87 O -2.009 -3.661 3.801  S88 1.473
88 S -2.185 -4.518 4.986  O87 1.473, O89 1.468, O90 1.732, C93 1.874
89 O -1.672 -4.016 6.267  S88 1.468
90 O -3.895 -4.674 5.208  S88 1.732, C91 1.393
91 C -4.324 -5.509 6.237  O90 1.393, C92 1.541, H94 1.090, H95 1.090
92 C -5.716 -5.051 6.717  C91 1.541, H96 1.090, H97 1.090, H98 1.090
93 C -1.667 -6.279 4.604  S88 1.874, H99 1.090, H100 1.090, H101 1.090
94 H -3.663 -5.421 7.100  C91 1.090
95 H -4.408 -6.572 6.011  C91 1.090
96 H -5.925 -4.094 6.239  C92 1.090
97 H -5.660 -5.034 7.806  C92 1.090
98 H -6.421 -5.786 6.331  C92 1.090
99 H -2.049 -6.527 3.613  C93 1.090
100 H -1.987 -6.895 5.444  C93 1.090
101 H -0.610 -6.172 4.363  C93 1.090
102 O -12.302 -4.905 15.473  S103 1.458
103 S -12.656 -3.493 15.383  O102 1.458, O104 1.504, O105 1.725, C108 1.831
104 O -11.966 -2.609 14.381  S103 1.504
105 O -14.344 -3.408 15.034  S103 1.725, C106 1.456
106 C -14.797 -2.086 14.624  O105 1.456, C107 1.549, H109 1.090, H110 1.090
107 C -16.101 -2.315 13.820  C106 1.549, H111 1.090, H112 1.090, H113 1.090
108 C -12.672 -2.673 17.019  S103 1.831, H114 1.090, H115 1.090, H116 1.090
109 H -14.091 -1.365 14.211  C106 1.090
110 H -15.194 -1.563 15.495  C106 1.090
111 H -16.408 -1.412 13.292  C107 1.090
112 H -16.982 -2.513 14.431  C107 1.090
113 H -15.959 -2.952 12.947  C107 1.090
114 H -11.733 -2.142 17.179  C108 1.090
115 H -12.997 -3.307 17.844  C108 1.090
116 H -13.382 -1.867 16.839  C108 1.090
117 O -9.246 -9.371 14.152  S118 1.473
118 S -8.416 -10.388 14.822  O117 1.473, O119 1.495, O120 1.728, C123 1.810
119 O -7.418 -11.224 14.087  S118 1.495
120 O -7.540 -9.607 16.090  S118 1.728, C121 1.445
121 C -8.313 -8.808 17.013  O120 1.445, C122 1.479, H124 1.090, H125 1.090
122 C -7.375 -7.807 17.569  C121 1.479, H126 1.090, H127 1.090, H128 1.090
123 C -9.460 -11.479 15.820  S118 1.810, H129 1.090, H130 1.090, H131 1.090
124 H -8.452 -9.462 17.874  C121 1.090
125 H -9.203 -8.384 16.549  C121 1.090
126 H -6.925 -8.260 18.453  C122 1.090
127 H -7.795 -6.847 17.870  C122 1.090
128 H -6.564 -7.647 16.858  C122 1.090
129 H -10.157 -10.776 16.277  C123 1.090
130 H -8.845 -12.015 16.542  C123 1.090
131 H -9.951 -12.226 15.196  C123 1.090
132 O -10.527 -5.479 7.604  S133 1.527
133 S -11.224 -5.748 6.272  O132 1.527, O134 1.484, O135 1.638, C138 1.793
134 O -12.670 -5.512 6.030  S133 1.484
135 O -10.334 -5.114 5.051  S133 1.638, C136 1.422
136 C -9.151 -4.436 5.455  O135 1.422, C137 1.584, H139 1.090, H140 1.090
137 C -8.694 -3.352 4.394  C136 1.584, H141 1.090, H142 1.090, H143 1.090
138 C -10.797 -7.417 5.774  S133 1.793, H144 1.090, H145 1.090, H146 1.090
139 H -8.425 -5.248 5.510  C136 1.090
140 H -9.142 -3.839 6.367  C136 1.090
141 H -7.801 -2.851 4.767  C137 1.090
142 H -9.557 -2.686 4.372  C137 1.090
143 H -8.516 -3.882 3.458  C137 1.090
144 H -9.883 -7.629 6.328  C138 1.090
145 H -10.899 -7.559 4.698  C138 1.090
146 H -11.516 -8.053 6.290  C138 1.090
147 O -9.629 -0.157 16.377  S148 1.432
148 S -8.599 0.197 15.448  O147 1.432, O149 1.436, O150 1.620, C153 1.859
149 O -8.358 -0.507 14.220  S148 1.436
150 O -8.800 1.758 15.065  S148 1.620, C151 1.340
151 C -8.102 2.280 14.048  O150 1.340, C152 1.561, H154 1.090, H155 1.090
152 C -8.860 3.513 13.463  C151 1.561, H156 1.090, H157 1.090, H158 1.090
153 C -7.015 0.379 16.405  S148 1.859, H159 1.090, H160 1.090, H161 1.090
154 H -7.721 1.520 13.365  C151 1.090
155 H -7.168 2.654 14.466  C151 1.090
156 H -9.094 4.221 14.258  C152 1.090
157 H -9.798 3.233 12.983  C152 1.090
158 H -8.225 3.966 12.702  C152 1.090
159 H -7.221 -0.481 17.042  C153 1.090
160 H -6.985 1.328 16.941  C153 1.090
161 H -6.228 0.431 15.653  C153 1.090
162 O -5.377 -5.854 10.662  S163 1.465
163 S -4.224 -5.584 11.525  O162 1.465, O164 1.469, O165 1.622, C168 1.795
164 O -3.890 -4.220 11.957  S163 1.469
165 O -4.310 -6.504 12.859  S163 1.622, C166 1.422
166 C -4.688 -7.874 12.831  O165 1.422, C167 1.513, H169 1.090, H170 1.090
167 C -5.663 -8.201 13.941  C166 1.513, H171 1.090, H172 1.090, H173 1.090
168 C -2.751 -6.283 10.776  S163 1.795, H174 1.090, H175 1.090, H176 1.090
169 H -3.672 -8.269 12.828  C166 1.090
170 H -5.054 -8.252 11.876  C166 1.090
171 H -6.616 -7.672 13.937  C167 1.090
172 H -5.276 -7.845 14.896  C167 1.090
173 H -5.879 -9.268 13.878  C167 1.090
174 H -2.502 -5.776 9.844  C168 1.090
175 H -2.980 -7.315 10.512  C168 1.090
176 H -1.850 -6.255 11.389  C168 1.090
177 O -12.161 -8.672 13.131  S178 1.476
178 S -13.042 -9.400 14.066  O177 1.476, O179 1.450, O180 1.737, C183 1.820
179 O -14.486 -9.334 13.961  S178 1.450
180 O -12.545 -11.063 14.024  S178 1.737, C181 1.424
181 C -11.584 -11.413 13.034  O180 1.424, C182 1.542, H184 1.090, H185 1.090
182 C -12.301 -11.505 11.672  C181 1.542, H186 1.090, H187 1.090, H188 1.090
183 C -12.364 -8.904 15.682  S178 1.820, H189 1.090, H190 1.090, H191 1.090
184 H -11.119 -12.369 13.273  C181 1.090
185 H -10.705 -10.769 13.065  C181 1.090
186 H -11.718 -11.848 10.817  C182 1.090
187 H -12.685 -10.532 11.368  C182 1.090
188 H -13.174 -12.158 11.681  C182 1.090
189 H -12.839 -9.536 16.433  C183 1.090
190 H -12.799 -7.921 15.862  C183 1.090
191 H -11.277 -8.892 15.750  C183 1.090
192 C -5.653 1.240 11.871  C193 1.438, C197 1.401, H198 1.080
193 C -5.340 0.043 12.604  C192 1.438, C194 1.417, H199 1.080
194 C -4.492 0.187 13.730  C193 1.417, C195 1.376, H200 1.080
195 C -4.020 1.448 14.015  C194 1.376, C196 1.387, H201 1.080
196 C -4.276 2.612 13.305  C195 1.387, C197 1.388, H202 1.080
197 C -5.083 2.481 12.184  C192 1.401, C196 1.388, H203 1.080
198 H -6.300 1.184 11.008  C192 1.080
199 H -5.768 -0.860 12.194  C193 1.080
200 H -4.291 -0.663 14.365  C194 1.080
201 H -3.390 1.543 14.888  C195 1.080
202 H -3.724 3.486 13.619  C196 1.080
203 H -5.328 3.330 11.562  C197 1.080
204 C -11.726 -13.668 8.438  C205 1.414, C209 1.419, H210 1.080
205 C -10.635 -12.830 8.111  C204 1.414, C206 1.411, H211 1.080
206 C -9.447 -12.892 8.869  C205 1.411, C207 1.410, H212 1.080
207 C -9.393 -13.538 10.121  C206 1.410, C208 1.414, H213 1.080
208 C -10.535 -14.224 10.594  C207 1.414, C209 1.416, H214 1.080
209 C -11.634 -14.303 9.704  C204 1.419, C208 1.416, H215 1.080
210 H -12.572 -13.749 7.771  C204 1.080
211 H -10.649 -12.305 7.167  C205 1.080
212 H -8.592 -12.358 8.482  C206 1.080
213 H -8.469 -13.384 10.659  C207 1.080
214 H -10.605 -14.791 11.510  C208 1.080
215 H -12.484 -14.881 10.036  C209 1.080
216 C -11.615 1.700 5.864  C217 1.380, C221 1.398, H222 1.080
217 C -12.709 1.578 5.032  C216 1.380, C218 1.368, H223 1.080
218 C -13.738 0.727 5.331  C217 1.368, C219 1.363, H224 1.080
219 C -13.633 -0.088 6.418  C218 1.363, C220 1.397, H225 1.080
220 C -12.583 -0.001 7.335  C219 1.397, C221 1.424, H226 1.080
221 C -11.570 0.957 7.048  C216 1.398, C220 1.424, H227 1.080
222 H -11.037 2.576 5.610  C216 1.080
223 H -13.016 2.316 4.306  C217 1.080
224 H -14.508 0.797 4.577  C218 1.080
225 H -14.379 -0.868 6.444  C219 1.080
226 H -12.601 -0.631 8.212  C220 1.080
227 H -10.841 1.098 7.832  C221 1.080